No. 1
Formula: C4H8O2
Source: OMol25
Level of theory: ωB97M-V/def2-TZVPD

Structure (XYZ):
```
14
Properties=species:S:1:pos:R:3:forces:R:3:mulliken_charge:R:1
C 1.1618 -0.3685 2.5237 -4.8 0.3 2.8 -0.714
C 0.2160 0.2820 1.7813 2.1 -1.4 -1.4 -0.318
C 0.3330 0.1685 0.2233 0.4 0.3 4.4 -0.250
C -0.0146 1.1268 -0.5830 -0.6 0.6 -0.2 -0.119
O 0.2896 1.0183 -1.8989 -1.2 0.5 -1.5 -0.519
H 0.9632 -0.8396 3.5654 -0.2 2.0 -1.1 0.189
H 2.0856 -0.7187 2.3463 3.0 -1.2 -2.3 0.361
H -0.6061 0.8273 2.2301 -0.2 -0.5 0.0 0.324
H 0.8219 -0.7430 -0.0301 0.3 -0.3 -0.8 0.406
H -0.5557 2.0161 -0.2359 0.3 -0.2 -0.3 0.287
H -0.4534 1.3997 -2.4204 0.9 -0.1 0.4 0.345
O -1.6798 -1.4086 -2.7902 0.3 -1.0 1.1 -0.648
H -1.0962 -0.6562 -2.6103 0.1 -0.5 0.2 0.331
H -1.4652 -2.1040 -2.1014 -0.3 1.5 -1.2 0.325
```
Forces are in eV/Å.

Results
ΔE to the lowest compared entry with this formula, charge and spin: 313.1 kJ/mol
spin multiplicity: 1
E: -307.593196 Eh
total charge: 0
structure (SMILES): C=C/C=C/O.O
LUMO level: 0.63 eV
F_max: 0.109 Eh/bohr

---

No. 2
Formula: C4H8O2
Source: OMol25
Level of theory: ωB97M-V/def2-TZVPD

Structure (XYZ):
```
14
Properties=species:S:1:pos:R:3:forces:R:3:mulliken_charge:R:1
C 1.6886 -0.9373 1.0253 0.2 0.0 0.1 -1.215
C 0.9394 -0.1066 0.0128 0.6 0.1 0.2 -0.162
O -0.1773 -0.8481 -0.3911 -0.1 0.1 0.2 -0.320
C -1.1008 -0.0139 -0.9631 -0.8 0.5 0.2 -0.411
C -1.8379 1.1987 -0.0639 -1.1 -0.9 -0.9 -0.004
O -2.7479 1.5213 -0.7746 -1.0 1.2 -0.2 -0.421
H 1.9782 -1.8972 0.5871 0.0 0.2 0.1 0.291
H 1.0520 -1.1363 1.8931 0.1 0.0 -0.1 0.292
H 2.5855 -0.4143 1.3569 0.0 -0.1 0.0 0.372
H 0.6012 0.8569 0.4401 0.2 -0.3 0.0 0.281
H 1.5473 0.1273 -0.8735 0.1 0.0 0.1 0.303
H -1.9041 -0.6810 -1.3713 0.3 1.0 0.8 0.350
H -0.7256 0.5562 -1.8469 0.1 -0.2 0.6 0.307
H -1.8988 1.7742 0.9692 1.4 -1.6 -1.2 0.338
```
Forces are in eV/Å.

Results
ΔE to the lowest compared entry with this formula, charge and spin: 267.3 kJ/mol
spin multiplicity: 1
E: -307.610636 Eh
total charge: 0
structure (SMILES): CCOCC=O
LUMO level: 1.01 eV
F_max: 0.048 Eh/bohr

---

No. 3
Formula: C4H8O2
Source: OMol25
Level of theory: ωB97M-V/def2-TZVPD

Structure (XYZ):
```
14
Properties=species:S:1:pos:R:3:forces:R:3:mulliken_charge:R:1
C -0.9719 1.4862 1.8917 1.4 -2.7 -1.9 -0.713
C -0.2360 0.7942 0.9225 0.0 1.2 2.4 0.025
C 0.6531 1.3763 -0.2166 0.6 1.1 1.1 -0.977
H -1.3471 1.0684 2.8566 0.4 0.0 -1.2 0.245
H -1.2967 2.4721 1.6864 0.0 1.0 -0.1 0.267
H 0.1340 -0.2470 1.1464 -0.9 1.0 0.1 0.258
H 0.9497 2.4619 -0.1231 -0.3 -1.0 0.9 0.335
H 0.2879 1.5084 -1.2392 -0.2 -1.4 0.0 0.323
H 1.5993 0.7729 -0.0584 -0.9 0.8 -1.1 0.288
O -0.9653 -2.0281 -2.1806 1.3 0.5 0.3 -0.484
C 0.0148 -1.9059 -1.4758 -2.8 -0.8 0.7 0.510
O 0.8636 -2.9466 -1.2704 0.7 1.4 0.5 -0.450
H 0.0251 -1.1100 -0.6853 1.0 -0.2 -1.1 0.043
H 0.2896 -3.7027 -1.2542 -0.3 -1.0 -0.6 0.330
```
Forces are in eV/Å.

Results
ΔE to the lowest compared entry with this formula, charge and spin: 263.9 kJ/mol
spin multiplicity: 1
E: -307.611930 Eh
total charge: 0
structure (SMILES): C=CC.O=CO
LUMO level: 0.71 eV
F_max: 0.070 Eh/bohr

---

No. 4
Formula: C4H8O2
Source: OMol25
Level of theory: ωB97M-V/def2-TZVPD

Structure (XYZ):
```
14
Properties=species:S:1:pos:R:3:forces:R:3:mulliken_charge:R:1
C 2.7294 -0.0503 0.1909 -0.1 1.0 0.7 -0.624
O 1.5294 -0.6762 -0.2484 -0.2 0.1 0.3 -0.361
C 0.4097 0.0865 -0.1110 -0.2 0.8 0.3 -0.146
C -0.8040 -0.4187 -0.3761 -0.1 0.8 -0.1 -0.155
C -2.0960 0.3423 -0.2766 -1.3 0.1 -0.6 -0.378
O -3.2290 -0.4864 0.2684 2.2 1.1 -0.1 -0.526
H 3.5046 -0.8308 0.0489 -0.3 0.8 0.2 0.231
H 2.6585 0.2804 1.3381 0.2 -0.7 -2.5 0.262
H 2.8834 0.8508 -0.4991 0.3 -1.1 1.2 0.300
H 0.6206 1.1678 0.2048 -0.6 -1.6 -0.3 0.250
H -0.9227 -1.4126 -0.7488 0.3 -0.7 -0.1 0.368
H -1.8788 1.2199 0.3604 -0.6 -0.1 -0.3 0.247
H -2.5340 0.6868 -1.2786 0.9 -0.5 1.4 0.224
H -2.8711 -0.7594 1.1273 -0.4 -0.2 -0.1 0.308
```
Forces are in eV/Å.

Results
ΔE to the lowest compared entry with this formula, charge and spin: 249.3 kJ/mol
spin multiplicity: 1
E: -307.617470 Eh
total charge: 0
structure (SMILES): CO/C=C/CO
LUMO level: 0.93 eV
F_max: 0.050 Eh/bohr

---

No. 5
Formula: C4H8O2
Source: OMol25
Level of theory: ωB97M-V/def2-TZVPD

Structure (XYZ):
```
14
Properties=species:S:1:pos:R:3:forces:R:3:mulliken_charge:R:1
C -1.8546 -0.3016 0.5798 0.0 -0.1 0.0 -1.044
C -0.7215 0.5140 -0.0004 -0.1 0.3 -0.2 0.652
O -0.9795 1.4996 -0.6657 0.1 -0.4 0.2 -0.589
C 0.7652 0.2196 0.2755 -0.1 -0.2 0.1 0.222
C 1.3922 -0.7637 -0.7262 0.0 0.0 0.0 -1.208
O 1.4496 1.4450 0.2155 0.0 0.2 0.0 -0.581
H -2.4449 -0.7481 -0.2268 0.2 0.0 0.1 0.299
H -2.5153 0.4070 1.0920 0.1 -0.1 -0.1 0.315
H -1.5461 -1.0768 1.2845 0.1 0.1 -0.2 0.318
H 0.8717 -0.1938 1.2879 -0.1 0.1 -0.1 0.285
H 1.0999 -1.8058 -0.5579 -0.1 0.2 0.0 0.346
H 2.4779 -0.6885 -0.6049 -0.2 -0.1 0.0 0.327
H 1.1568 -0.4843 -1.7588 0.0 0.0 0.2 0.283
H 0.8553 2.0376 -0.2773 0.2 0.0 0.0 0.371
```
Forces are in eV/Å.

Results
ΔE to the lowest compared entry with this formula, charge and spin: 78.2 kJ/mol
spin multiplicity: 1
E: -307.682637 Eh
total charge: 0
structure (SMILES): CC(=O)[C@@H](C)O
LUMO level: 0.85 eV
F_max: 0.008 Eh/bohr

---

No. 6
Formula: C4H8O2
Source: OMol25
Level of theory: ωB97M-V/def2-TZVPD

Structure (XYZ):
```
14
Properties=species:S:1:pos:R:3:forces:R:3:mulliken_charge:R:1
C 1.4930 -0.2529 -0.4750 0.0 -0.1 0.0 -0.966
C 0.8261 0.8504 0.3661 0.0 0.1 0.0 -0.332
C -0.6916 0.8438 0.2933 0.1 0.2 -0.1 -0.596
O -1.2214 -0.3718 0.8612 0.0 -0.1 -0.1 -0.295
C -1.7046 -1.2881 0.0186 -0.1 -0.1 -0.3 0.163
O -1.7323 -1.2208 -1.1836 0.0 0.0 0.5 -0.488
H 2.2949 0.1515 -1.0996 -0.1 -0.1 0.1 0.308
H 1.9324 -1.0306 0.1567 -0.1 0.1 -0.1 0.254
H 0.7732 -0.7368 -1.1428 0.1 0.1 0.1 0.272
H 1.1534 1.8424 0.0314 -0.1 -0.1 0.0 0.305
H 1.1258 0.7679 1.4172 0.0 0.0 -0.1 0.290
H -1.1181 1.6525 0.8934 0.1 -0.1 -0.1 0.316
H -1.0427 0.9312 -0.7381 0.1 0.0 0.1 0.404
H -2.0880 -2.1385 0.6011 0.0 0.1 -0.1 0.364
```
Forces are in eV/Å.

Results
ΔE to the lowest compared entry with this formula, charge and spin: 64.8 kJ/mol
spin multiplicity: 1
E: -307.687759 Eh
total charge: 0
structure (SMILES): CCCOC=O
LUMO level: 0.99 eV
F_max: 0.010 Eh/bohr

---

Computed HOMO-LUMO gap (eV) in order:
9.4 10.3 10.4 9.8 11.0 11.7